Entry from the OMol25 dataset: a gas-phase ion, C7H14O2P (charge -1) at a distorted geometry (the ωB97M-V functional and the def2-TZVPD basis).

Values from the calculation:
Multiplicity: 1
SMILES: C=CCCCCC[P@H](=O)[O-]
E_LUMO (eV): 3.29
Electronic energy (eV): -20870.2063
Energy above the lowest of the compared OMol25 structures with the same formula, charge and spin (kcal per mole): 21.5
Net charge: -1

Atoms and positions in Å:
P 2.4458 0.2424 -2.0242
O 3.1455 1.4164 -2.6272
O 3.1407 -1.0565 -2.0315
C 1.0997 -0.5322 0.2214
C -1.8684 0.4951 1.0726
C -1.1070 -0.7682 1.5763
C 0.4464 -0.5518 1.6083
C -1.7103 0.7129 -0.4429
C -2.6412 0.1072 -1.2216
C 1.8823 0.5890 -0.2698
H -2.5864 0.3258 -2.3309
H -1.5169 -1.6920 1.1982
H -1.6082 1.5040 1.5479
H -1.1993 -1.0908 2.6961
H -2.9561 0.2881 1.2038
H -0.9605 1.3956 -0.7765
H -3.4342 -0.6944 -0.9295
H 1.9622 -1.3858 0.1983
H 0.8773 0.4030 2.1500
H 1.3178 1.6529 -0.2587
H 0.3462 -0.7971 -0.6251
H 2.8394 0.8781 0.3149
H 0.8638 -1.3880 2.3441
H 1.2211 -0.0535 -2.5938

Forces on the atoms, in the same order (eV/Å):
P 1.0 0.9 0.4
O -0.6 0.5 0.1
O 0.7 -1.6 0.4
C 1.0 -4.2 -0.7
C -0.3 0.1 0.0
C 1.5 1.4 3.6
C 1.3 -0.5 1.2
C -2.8 -1.8 0.9
C 0.6 0.1 -1.5
C 1.2 4.8 -0.2
H -0.2 -0.5 1.3
H 0.5 -0.1 -1.3
H -0.2 -1.7 0.0
H -0.9 1.5 -1.3
H 0.7 0.4 0.2
H 0.3 0.2 -0.5
H 1.6 1.8 -0.1
H -2.3 1.4 -0.1
H -1.7 -1.4 -0.8
H 0.8 -2.1 -0.2
H 1.1 0.1 1.6
H -1.3 -0.9 -0.7
H -0.6 1.3 -1.9
H -1.1 0.3 -0.5